# 1
{
  "formula": "CH2Cl4N2",
  "method": "ωB97M-V/def2-TZVPD",
  "symbols": ["N", "Cl", "Cl", "H", "N", "Cl", "H", "Cl", "C"],
  "coordinates": [[1.137, -0.717, 0.431], [0.435, 1.992, -0.458], [2.622, 0.016, 1.072], [-0.988, -0.391, -1.251], [-1.311, 0.064, -0.458], [-2.262, -1.163, 0.211], [-0.646, 0.868, 1.325], [1.301, -1.272, -1.190], [-0.288, 0.603, 0.318]],
  "relative_energy_kj_mol": 96.02,
  "gap_ev": 9.08
}

---

# 2
{
  "formula": "CH2ClF2N3",
  "method": "ωB97M-V/def2-TZVPD",
  "symbols": ["Cl", "H", "C", "N", "N", "H", "F", "F", "N"],
  "coordinates": [[3.020, 0.166, -0.790], [-1.925, 0.698, -1.478], [-0.733, -0.564, -0.466], [0.593, -0.531, 0.344], [-1.107, 0.490, -0.923], [2.227, -0.463, 1.213], [-1.135, -1.802, -0.620], [0.678, -2.014, 0.737], [1.788, 0.088, 0.609]],
  "relative_energy_kj_mol": 484.99,
  "smiles": "[H]/N=C(\\F)N(F)NCl",
  "gap_ev": 9.73
}